1.
Formula: C6H11NO2
Source: OMol25
Level of theory: the ωB97M-V functional and the def2-TZVPD basis

Computed properties:
molar mass = 129.2 g mol⁻¹
ΔE to the lowest compared entry with this formula, charge and spin = 101.05 kcal per mole
electronic energy = -11981.8864 eV
LUMO = 0.81 eV
2S+1 = 1
gap between HOMO and LUMO = 7.7 eV

CARTESIAN COORDINATES (ANGSTROEM)
1 C -1.24 -1.09 0.84
2 C 1.93 -0.23 0.72
3 C -0.44 1.09 -0.20
4 C -1.35 0.36 0.52
5 C 0.54 0.42 -1.43
6 N 0.48 -0.91 -1.81
7 C 1.19 0.73 -0.19
8 O -0.71 2.43 -0.35
9 O -2.56 0.96 0.76
10 H -0.42 2.65 -1.25
11 H -3.16 0.32 1.16
12 H 0.16 -1.07 -2.75
13 H 1.24 -1.53 -1.54
14 H 1.57 1.74 -0.12
15 H -1.09 -1.67 -0.08
16 H -2.15 -1.46 1.34
17 H -0.43 -1.34 1.52
18 H 2.99 -0.23 0.44
19 H 1.57 -1.26 0.66
20 H 1.86 0.09 1.76

natural (NBO) atomic charge list, values in e, 8 entries: -0.69, -0.65, 0.21, 0.31, -0.04, -0.83, -0.25, -0.69



2.
Formula: C6H11NO2
Source: OMol25
Level of theory: the ωB97M-V functional and the def2-TZVPD basis

Computed properties:
molar mass = 129.2 g mol⁻¹
ΔE to the lowest compared entry with this formula, charge and spin = 77.87 kcal per mole
electronic energy = -11982.8917 eV
LUMO = 0.25 eV
2S+1 = 1
gap between HOMO and LUMO = 9.2 eV

CARTESIAN COORDINATES (ANGSTROEM)
1 C -0.58 0.54 -1.59
2 C -1.08 1.42 1.39
3 C -0.27 -0.74 -2.05
4 C -0.77 0.04 0.86
5 O -1.61 -0.85 0.89
6 H -1.61 0.85 -1.49
7 H 0.16 1.33 -1.66
8 H -0.58 2.22 0.84
9 H -0.80 1.49 2.44
10 H -2.16 1.56 1.31
11 H 0.65 -0.87 -2.64
12 H -1.10 -1.35 -2.40
13 H 0.19 -1.60 -0.83
14 C 1.67 0.53 0.79
15 C 0.85 -1.68 0.42
16 N 0.62 -0.38 0.86
17 O 2.82 0.21 0.65
18 H 1.37 1.57 0.98
19 H 0.33 -2.42 1.02
20 H 1.89 -1.89 0.20

natural (NBO) atomic charge list, values in e, 8 entries: -0.42, -0.72, -0.48, 0.70, -0.60, 0.21, 0.20, 0.22



3.
Formula: C6H11NO2
Source: OMol25
Level of theory: the ωB97M-V functional and the def2-TZVPD basis

Computed properties:
molar mass = 129.2 g mol⁻¹
ΔE to the lowest compared entry with this formula, charge and spin = 68.49 kcal per mole
SMILES string = C=C(C)C(=O)N(O)CC
electronic energy = -11983.2981 eV
LUMO = 0.63 eV
2S+1 = 1
gap between HOMO and LUMO = 10.2 eV

CARTESIAN COORDINATES (ANGSTROEM)
1 C -1.97 0.60 0.43
2 C 2.87 0.57 0.38
3 C -2.76 0.03 -0.74
4 N -0.63 -0.06 0.64
5 C 0.37 0.68 0.10
6 C 1.65 -0.07 -0.19
7 C 1.67 -1.19 -0.91
8 O -0.63 -1.44 0.72
9 O 0.36 1.90 0.10
10 H -0.57 -1.68 1.66
11 H -2.51 0.43 1.37
12 H -1.86 1.68 0.33
13 H 3.78 0.08 0.03
14 H 2.89 1.62 0.09
15 H 2.85 0.53 1.47
16 H -3.75 0.46 -0.75
17 H -2.86 -1.05 -0.65
18 H -2.26 0.26 -1.68
19 H 0.77 -1.65 -1.29
20 H 2.60 -1.70 -1.12

natural (NBO) atomic charge list, values in e, 8 entries: -0.24, -0.63, -0.63, -0.16, 0.62, -0.08, -0.35, -0.54



4.
Formula: C6H11NO2
Source: OMol25
Level of theory: the ωB97M-V functional and the def2-TZVPD basis

Computed properties:
molar mass = 129.2 g mol⁻¹
ΔE to the lowest compared entry with this formula, charge and spin = 131.87 kcal per mole
SMILES string = [H]/N=C\C=C.COC(C)=O
electronic energy = -11980.5498 eV
LUMO = -0.09 eV
2S+1 = 1
gap between HOMO and LUMO = 9.0 eV

CARTESIAN COORDINATES (ANGSTROEM)
1 C -1.90 -1.38 0.32
2 C -0.58 0.89 -1.83
3 C -0.88 0.95 -0.35
4 O -0.83 -0.45 0.37
5 O -1.72 1.67 0.09
6 H -2.02 -1.78 -0.69
7 H -2.83 -0.89 0.63
8 H -1.69 -2.16 1.05
9 H -1.29 0.22 -2.31
10 H -0.62 1.89 -2.26
11 H 0.43 0.55 -2.05
12 C 1.04 -0.96 0.23
13 C 1.50 0.66 0.33
14 C 1.52 1.39 1.45
15 N 1.72 -1.91 0.74
16 H 2.12 -1.70 1.65
17 H 0.72 -1.23 -0.77
18 H 2.31 0.82 -0.38
19 H 0.70 1.33 2.15
20 H 2.30 2.11 1.64

natural (NBO) atomic charge list, values in e, 8 entries: -0.24, -0.73, 0.85, -0.61, -0.51, 0.17, 0.19, 0.21



5.
Formula: C6H11NO3
Source: OMol25
Level of theory: the ωB97M-V functional and the def2-TZVPD basis

Computed properties:
molar mass = 145.2 g mol⁻¹
ΔE to the lowest compared entry with this formula, charge and spin = 136.26 kcal per mole
SMILES string = CC(C)(O)/C=C/CON=O
electronic energy = -14028.3697 eV
LUMO = 0.39 eV
2S+1 = 1
gap between HOMO and LUMO = 10.1 eV

CARTESIAN COORDINATES (ANGSTROEM)
1 C 2.68 -1.27 0.80
2 C 1.41 -1.01 0.01
3 C -0.99 1.77 -0.38
4 C -1.78 -0.10 1.14
5 C 0.53 -0.15 0.49
6 C -0.89 0.21 -0.07
7 N 3.68 0.47 -0.31
8 O 3.80 -0.78 0.21
9 O 4.59 0.80 -0.98
10 O -1.30 -0.59 -1.19
11 H 2.41 -0.75 1.78
12 H 2.76 -2.36 1.08
13 H 1.24 -1.55 -0.87
14 H -0.14 2.19 0.05
15 H -0.98 2.03 -1.42
16 H -1.80 2.14 0.08
17 H -1.43 0.61 2.02
18 H -1.53 -1.11 1.50
19 H -2.81 0.07 0.83
20 H 0.65 0.22 1.47
21 H -1.08 -1.54 -0.96

natural (NBO) atomic charge list, values in e, 8 entries: -0.11, -0.25, -0.61, -0.62, -0.16, 0.23, 0.36, -0.37



6.
Formula: C6H11NS
Source: OMol25
Level of theory: the ωB97M-V functional and the def2-TZVPD basis

Computed properties:
molar mass = 129.2 g mol⁻¹
ΔE to the lowest compared entry with this formula, charge and spin = 99.46 kcal per mole
electronic energy = -18721.1813 eV
LUMO (alpha / beta) = -0.16 / -0.16 eV
2S+1 = 1
gap between HOMO and LUMO (alpha / beta) = 7.5 / 7.5 eV

CARTESIAN COORDINATES (ANGSTROEM)
1 C -0.32 0.94 1.29
2 C 0.34 -0.26 1.16
3 C 1.07 -0.40 0.00
4 C -0.05 -1.37 2.11
5 C 1.78 0.69 -0.60
6 C -1.58 0.10 -2.26
7 N -0.65 0.49 -1.28
8 S -1.16 1.51 -0.08
9 H -0.46 1.44 2.30
10 H 1.47 -1.34 -0.10
11 H -0.62 -0.92 2.91
12 H 0.63 -2.03 2.41
13 H -0.86 -1.91 1.71
14 H 1.33 1.65 -0.34
15 H 1.74 0.84 -1.65
16 H 2.82 0.68 -0.22
17 H -1.48 -0.98 -2.36
18 H -2.57 0.21 -1.85
19 H -1.43 0.66 -3.18

natural (NBO) atomic charge list, values in e, 8 entries: -0.41, -0.15, -0.01, -0.61, -0.66, -0.43, -0.78, 0.73



7.
Formula: C6H11NS2
Source: OMol25
Level of theory: the ωB97M-V functional and the def2-TZVPD basis

Computed properties:
molar mass = 161.3 g mol⁻¹
ΔE to the lowest compared entry with this formula, charge and spin = 92.38 kcal per mole
electronic energy = -29556.8875 eV
LUMO (alpha / beta) = 0.25 / -0.29 eV
2S+1 = 1
gap between HOMO and LUMO (alpha / beta) = 7.1 / 6.3 eV

CARTESIAN COORDINATES (ANGSTROEM)
1 C -3.31 -1.22 -0.27
2 C -3.35 -0.02 -0.87
3 C 1.52 0.23 1.60
4 C 0.73 -1.06 -0.42
5 C 0.40 1.43 -0.48
6 C 0.72 0.25 0.32
7 N -2.47 -1.40 0.79
8 S -2.74 1.30 0.10
9 S -1.83 -0.07 1.49
10 H -3.82 -2.17 -0.57
11 H -3.88 0.46 -1.69
12 H 1.06 1.07 2.16
13 H 1.30 -0.65 2.07
14 H 2.52 0.58 1.42
15 H 0.64 -1.80 0.27
16 H 1.68 -1.11 -0.89
17 H -0.11 -1.16 -1.09
18 H -0.61 1.85 -0.26
19 H 0.91 2.33 -0.18
20 H 0.54 1.14 -1.45

natural (NBO) atomic charge list, values in e, 8 entries: -0.03, -0.49, -0.68, -0.68, -0.71, 0.18, -0.70, 0.16



8.
Formula: C6H11O
Source: OMol25
Level of theory: the ωB97M-V functional and the def2-TZVPD basis

Computed properties:
molar mass = 99.2 g mol⁻¹
⟨S²⟩ = 0.77
ΔE to the lowest compared entry with this formula, charge and spin = 82.05 kcal per mole
electronic energy = -8438.7799 eV
LUMO (alpha / beta) = 6.79 / 6.80 eV
charge = -2
2S+1 = 2
gap between HOMO and LUMO (alpha / beta) = 6.1 / 6.1 eV

CARTESIAN COORDINATES (ANGSTROEM)
1 C -2.03 -0.05 1.56
2 O -3.09 -0.91 1.74
3 C -1.20 -0.43 0.38
4 C 0.06 0.44 0.39
5 C 0.96 0.28 -0.90
6 C 2.27 0.79 -0.95
7 C 3.05 0.28 -2.21
8 H -2.05 1.12 1.45
9 H -1.30 -0.16 2.38
10 H -1.75 -0.38 -0.56
11 H -0.84 -1.48 0.62
12 H 0.66 0.05 1.27
13 H 0.00 1.54 0.52
14 H 1.03 -1.31 0.16
15 H 0.42 -0.24 -1.73
16 H 3.48 -0.76 -2.01
17 H 2.43 0.20 -3.14
18 H 3.93 0.89 -2.51

natural (NBO) atomic charge list, values in e, 8 entries: -0.02, -1.00, -0.42, -0.46, -0.41, -0.35, -0.71, 0.04



9.
Formula: C6H11O2
Source: OMol25
Level of theory: the ωB97M-V functional and the def2-TZVPD basis

Computed properties:
molar mass = 115.2 g mol⁻¹
ΔE to the lowest compared entry with this formula, charge and spin = 22.44 kcal per mole
electronic energy = -10496.1088 eV
LUMO = 3.99 eV
charge = -1
2S+1 = 1
gap between HOMO and LUMO = 8.0 eV

CARTESIAN COORDINATES (ANGSTROEM)
1 C -1.55 -0.56 1.00
2 C -0.72 0.48 1.75
3 C 0.63 0.41 1.97
4 C -1.44 1.75 2.13
5 H -2.62 -0.49 1.34
6 H -1.11 -1.54 1.23
7 H -1.36 -0.29 -0.07
8 H 1.18 1.26 2.44
9 H 1.25 -0.44 1.62
10 H -0.76 2.53 2.56
11 H -2.16 1.48 2.91
12 H -2.01 2.10 1.25
13 O 1.08 -1.33 -0.67
14 C 0.73 -0.59 -1.62
15 O -0.34 0.05 -1.65
16 C 1.67 -0.39 -2.79
17 H 1.14 -0.39 -3.75
18 H 2.20 0.60 -2.74
19 H 2.41 -1.22 -2.83

natural (NBO) atomic charge list, values in e, 8 entries: -0.70, 0.05, -0.46, -0.64, 0.17, 0.22, 0.32, 0.16



10.
Formula: C6H11O2P
Source: OMol25
Level of theory: the ωB97M-V functional and the def2-TZVPD basis

Computed properties:
molar mass = 146.1 g mol⁻¹
ΔE to the lowest compared entry with this formula, charge and spin = 62.29 kcal per mole
electronic energy = -19781.0312 eV
LUMO (alpha / beta) = -0.29 / -0.29 eV
2S+1 = 1
gap between HOMO and LUMO (alpha / beta) = 8.0 / 8.0 eV

CARTESIAN COORDINATES (ANGSTROEM)
1 C 2.29 -1.23 0.13
2 C 1.59 -2.32 0.04
3 C 1.61 0.24 0.08
4 C 0.52 0.45 -0.89
5 C -0.02 1.83 -0.63
6 C -2.65 -0.02 1.07
7 O -1.74 -1.16 -1.47
8 O -1.24 -0.33 0.96
9 P -0.67 -0.91 -0.50
10 H 3.37 -1.09 0.61
11 H 1.66 -3.43 0.07
12 H 1.14 0.32 1.03
13 H 2.40 0.98 -0.10
14 H 0.79 0.29 -1.95
15 H 0.76 2.54 -1.01
16 H -0.10 1.83 0.42
17 H -0.92 1.83 -1.12
18 H -2.77 1.04 1.45
19 H -2.99 -0.77 1.75
20 H -3.02 -0.07 0.07

natural (NBO) atomic charge list, values in e, 8 entries: -0.28, -0.27, -0.42, -0.57, -0.59, -0.25, -1.07, -0.84



11.
Formula: C6H11O3S
Source: OMol25
Level of theory: the ωB97M-V functional and the def2-TZVPD basis

Computed properties:
molar mass = 163.2 g mol⁻¹
ΔE to the lowest compared entry with this formula, charge and spin = 59.75 kcal per mole
electronic energy = -23375.1054 eV
LUMO = 3.63 eV
charge = -1
2S+1 = 1
gap between HOMO and LUMO = 6.4 eV

CARTESIAN COORDINATES (ANGSTROEM)
1 C 2.46 -0.54 0.23
2 C -2.71 -0.64 0.20
3 C -0.24 1.35 -1.13
4 C -0.41 1.31 1.47
5 C 0.45 -1.85 -1.13
6 C -0.50 0.60 0.19
7 O -2.39 -1.64 -0.29
8 O -3.31 0.26 0.62
9 O 0.35 -1.64 1.44
10 S 0.79 -0.74 0.32
11 H 2.84 -0.13 1.17
12 H 2.64 0.35 -0.34
13 H -0.57 2.41 -1.13
14 H 0.83 1.42 -1.42
15 H -0.77 0.74 -1.87
16 H -0.30 0.62 2.24
17 H -1.16 2.10 1.85
18 H 0.56 1.96 1.52
19 H -0.65 -1.91 -1.27
20 H 1.06 -1.37 -1.88
21 H 1.05 -2.67 -0.81

natural (NBO) atomic charge list, values in e, 8 entries: -1.16, 1.06, -0.67, -0.66, -0.82, -0.56, -0.59, -0.58



12.
Formula: C6H11O7Zn
Source: OMol25
Level of theory: the ωB97M-V functional and the def2-TZVPD basis

Computed properties:
molar mass = 260.5 g mol⁻¹
ΔE to the lowest compared entry with this formula, charge and spin = 22.08 kcal per mole
electronic energy = -69155.5991 eV
LUMO = 2.67 eV
charge = -1
2S+1 = 1
gap between HOMO and LUMO = 7.5 eV

CARTESIAN COORDINATES (ANGSTROEM)
1 Zn 0.53 0.48 -0.09
2 C -1.80 -1.33 -2.73
3 C -0.96 -0.77 -1.68
4 O 0.24 -0.49 -1.95
5 O -1.37 -0.35 -0.55
6 H -1.36 -2.21 -3.19
7 H -1.92 -0.59 -3.52
8 H -2.75 -1.73 -2.37
9 C -0.68 3.75 2.11
10 C -0.31 2.55 1.24
11 O 0.07 1.44 1.71
12 O -0.31 2.56 0.02
13 H -1.72 3.97 1.85
14 H 0.08 4.52 1.95
15 H -0.61 3.45 3.16
16 C 0.15 -2.93 1.25
17 C 1.51 -2.32 0.90
18 O 2.48 -3.11 0.73
19 O 1.55 -1.12 0.74
20 H -0.21 -2.63 2.24
21 H 0.27 -4.01 1.22
22 H -0.61 -2.77 0.49
23 O 2.27 1.18 -0.94
24 H 2.40 1.81 -1.64
25 H 3.04 0.62 -0.96

natural (NBO) atomic charge list, values in e, 8 entries: 1.71, -0.71, 0.75, -0.82, -0.79, 0.22, 0.23, 0.22



Copy entry 2 word for word.
Formula: C6H11NO2
Source: OMol25
Level of theory: the ωB97M-V functional and the def2-TZVPD basis

Computed properties:
molar mass = 129.2 g mol⁻¹
ΔE to the lowest compared entry with this formula, charge and spin = 77.87 kcal per mole
electronic energy = -11982.8917 eV
LUMO = 0.25 eV
2S+1 = 1
gap between HOMO and LUMO = 9.2 eV

CARTESIAN COORDINATES (ANGSTROEM)
1 C -0.58 0.54 -1.59
2 C -1.08 1.42 1.39
3 C -0.27 -0.74 -2.05
4 C -0.77 0.04 0.86
5 O -1.61 -0.85 0.89
6 H -1.61 0.85 -1.49
7 H 0.16 1.33 -1.66
8 H -0.58 2.22 0.84
9 H -0.80 1.49 2.44
10 H -2.16 1.56 1.31
11 H 0.65 -0.87 -2.64
12 H -1.10 -1.35 -2.40
13 H 0.19 -1.60 -0.83
14 C 1.67 0.53 0.79
15 C 0.85 -1.68 0.42
16 N 0.62 -0.38 0.86
17 O 2.82 0.21 0.65
18 H 1.37 1.57 0.98
19 H 0.33 -2.42 1.02
20 H 1.89 -1.89 0.20

natural (NBO) atomic charge list, values in e, 8 entries: -0.42, -0.72, -0.48, 0.70, -0.60, 0.21, 0.20, 0.22



- What is the formula in the seventh record?
  C6H11NS2



Repeat the seventh record exactly.
Formula: C6H11NS2
Source: OMol25
Level of theory: the ωB97M-V functional and the def2-TZVPD basis

Computed properties:
molar mass = 161.3 g mol⁻¹
ΔE to the lowest compared entry with this formula, charge and spin = 92.38 kcal per mole
electronic energy = -29556.8875 eV
LUMO (alpha / beta) = 0.25 / -0.29 eV
2S+1 = 1
gap between HOMO and LUMO (alpha / beta) = 7.1 / 6.3 eV

CARTESIAN COORDINATES (ANGSTROEM)
1 C -3.31 -1.22 -0.27
2 C -3.35 -0.02 -0.87
3 C 1.52 0.23 1.60
4 C 0.73 -1.06 -0.42
5 C 0.40 1.43 -0.48
6 C 0.72 0.25 0.32
7 N -2.47 -1.40 0.79
8 S -2.74 1.30 0.10
9 S -1.83 -0.07 1.49
10 H -3.82 -2.17 -0.57
11 H -3.88 0.46 -1.69
12 H 1.06 1.07 2.16
13 H 1.30 -0.65 2.07
14 H 2.52 0.58 1.42
15 H 0.64 -1.80 0.27
16 H 1.68 -1.11 -0.89
17 H -0.11 -1.16 -1.09
18 H -0.61 1.85 -0.26
19 H 0.91 2.33 -0.18
20 H 0.54 1.14 -1.45

natural (NBO) atomic charge list, values in e, 8 entries: -0.03, -0.49, -0.68, -0.68, -0.71, 0.18, -0.70, 0.16